Record 1
ORCA calculation (wB97M-V/def2-TZVPD) on a gas-phase ion, C4H7N2O (charge +1) at a distorted geometry.

Cartesian coordinates (Å):
C (-0.00321, 0.84720, 0.26557)
C (-1.03369, -1.63469, 0.22460)
C (1.20725, -0.40593, -0.88102)
C (0.33486, -0.79611, 0.23861)
N (0.90511, 1.01874, -0.65549)
N (-0.97762, 1.52755, 0.81537)
O (-2.07141, -1.15218, 0.64423)
H (-0.90064, -2.49614, -0.34414)
H (2.22876, -0.66789, -0.52983)
H (0.83204, -0.71028, -1.87518)
H (0.89784, -1.02320, 1.17649)
H (1.26700, 1.85701, -1.05423)
H (-1.77244, 1.09511, 1.25840)
H (-0.91384, 2.54081, 0.71662)

The value obtained for the largest force on an atom is 5.86 eV/A. As for the frontier orbital gap: 11.1 eV. The value obtained for the energy relative to the best compared isomer or geometry (same formula, charge and spin) is 2.017 eV. For the total energy, the calculation gives -9280.7734 eV. Its total charge is +1. The SMILES is [NH2+]=C1NC[C@@H]1C=O. Its lowest unoccupied orbital energy is -3.58 eV. As for the HOMO energy: -14.696 eV.

***

Record 2
ORCA calculation (wB97M-V/def2-TZVPD) on a molecular structure, C52H42Cl2N2O6 at a distorted geometry.

Cartesian coordinates (Å):
Cl (0.68530, -0.60590, 3.66064)
C (-0.03936, -1.26832, 5.16882)
C (-1.47549, -0.74837, 5.23976)
Cl (-2.75341, -1.38041, 4.17692)
H (0.39033, -0.83318, 6.07111)
H (0.04374, -2.35124, 5.26099)
H (-1.50095, 0.33340, 5.10857)
H (-1.82522, -0.85780, 6.26631)
C (-4.72865, -1.60783, -0.93252)
C (-3.84595, -0.91890, 0.17662)
C (-4.68791, -0.52371, 1.38574)
C (-5.62930, 0.59652, 0.95961)
N (-6.23669, 1.48989, 0.54164)
H (-5.07232, -2.61621, -0.70195)
H (-4.24473, -1.60949, -1.90920)
H (-5.66160, -1.04827, -1.00029)
H (-3.23152, -0.07552, -0.13849)
H (-3.09190, -1.61389, 0.54608)
H (-4.11840, -0.40229, 2.30716)
H (-5.45580, -1.25469, 1.63890)
C (-0.08411, -0.44636, -0.10486)
C (0.09639, -0.28528, 1.37673)
C (-0.74914, 0.88607, 2.01617)
C (-2.15844, 0.56185, 2.22175)
N (-3.28089, 0.27088, 2.30277)
H (0.75111, -0.98924, -0.54732)
H (-0.32978, 0.50040, -0.58590)
H (-0.93031, -1.07658, -0.37844)
H (1.14152, -0.26434, 1.68555)
H (-0.08892, -1.26033, 1.82732)
H (-0.69776, 1.74235, 1.34370)
H (-0.30905, 1.13643, 2.98143)
C (-0.73663, -7.14095, -3.15266)
C (-1.35317, -6.88311, -4.39625)
C (-1.43188, -5.65231, -5.03969)
C (-0.82305, -4.59672, -4.35286)
C (-0.19511, -4.78417, -3.10115)
C (-0.25257, -6.03047, -2.48960)
C (0.48545, -3.56514, -2.40451)
O (1.00318, -3.71851, -1.33395)
C (0.35270, -2.25820, -3.05422)
C (0.90616, -1.15089, -2.39697)
C (0.69134, 0.14065, -2.90218)
C (-0.05183, 0.29989, -4.05879)
C (-0.46991, -0.80033, -4.73901)
C (-0.26914, -2.07965, -4.34596)
C (-0.76151, -3.26434, -5.08710)
O (-1.19840, -3.11748, -6.19970)
H (-0.64449, -8.16868, -2.83377)
H (-1.71922, -7.74378, -4.93630)
H (-1.77738, -5.62630, -6.06260)
H (0.31535, -6.13623, -1.57709)
H (1.42198, -1.17436, -1.44840)
H (1.22055, 0.96269, -2.44328)
H (-0.05835, 1.28864, -4.49322)
H (-0.90355, -0.52572, -5.68924)
C (0.16843, 4.39541, -2.50636)
C (0.83238, 3.27333, -1.98231)
C (0.87090, 3.09728, -0.57690)
C (0.05775, 3.81878, 0.22032)
C (-0.81265, 4.80691, -0.39302)
C (-0.64651, 5.16720, -1.68795)
C (-1.76327, 5.59801, 0.44944)
O (-2.44277, 6.55519, 0.07069)
C (-2.16505, 5.00709, 1.76015)
C (-3.36102, 5.46804, 2.42261)
C (-3.75276, 4.84689, 3.59139)
C (-3.02683, 3.79240, 4.15458)
C (-1.82407, 3.31286, 3.50030)
C (-1.40298, 3.95600, 2.34219)
C (-0.15468, 3.43719, 1.63746)
O (0.43494, 2.49932, 2.24582)
H (0.20835, 4.62683, -3.56052)
H (1.12502, 2.58298, -2.75960)
H (1.40157, 2.23879, -0.19249)
H (-1.27871, 5.90225, -2.16379)
H (-4.10032, 6.18542, 2.09828)
H (-4.72643, 5.01524, 4.02728)
H (-3.46240, 3.32592, 5.02584)
H (-1.22516, 2.53062, 3.94282)
C (2.37467, 1.20931, -2.41513)
C (3.49662, 1.87648, -2.63901)
C (4.60725, 1.72717, -1.73940)
C (4.52091, 0.91441, -0.62948)
C (3.27517, 0.23252, -0.38804)
C (2.26023, 0.41784, -1.34656)
C (3.04283, -0.67100, 0.80459)
O (1.95618, -1.24127, 1.00236)
C (4.31677, -0.98063, 1.56749)
C (4.27347, -1.95159, 2.56453)
C (5.39570, -2.26677, 3.32588)
C (6.61816, -1.64002, 3.09017)
C (6.65704, -0.73288, 2.06203)
C (5.57667, -0.36062, 1.30791)
C (5.68506, 0.69338, 0.16517)
O (6.68019, 1.29410, 0.00897)
H (1.71515, 1.31603, -3.26368)
H (3.59696, 2.40151, -3.57745)
H (5.39351, 2.44460, -1.92239)
H (1.33887, -0.14518, -1.32443)
H (3.29758, -2.39043, 2.71098)
H (5.26163, -3.05150, 4.05570)
H (7.47270, -2.04594, 3.61112)
H (7.60163, -0.24359, 1.87565)

The value obtained for the largest force on an atom is 16.39 eV/A. As for the frontier orbital gap: 5.0 eV. The value obtained for the energy relative to the best compared isomer or geometry (same formula, charge and spin) is 22.982 eV. For the total energy, the calculation gives -94889.7883 eV. Its lowest unoccupied orbital energy is -1.72 eV. As for the HOMO energy: -6.765 eV.

***

Record 3
ORCA calculation (wB97M-V/def2-TZVPD) on a molecular structure, C34H39N2O4Sm at a distorted geometry.

Cartesian coordinates (Å):
O (-4.12941, 5.10733, -4.19998)
C (-3.85900, 5.23100, -5.63073)
C (-4.64609, 6.53689, -5.77607)
H (-4.28650, 4.38885, -6.18741)
H (-2.78670, 5.32754, -5.83296)
C (-4.94679, 6.31461, -4.26057)
H (-5.52779, 6.47783, -6.41649)
H (-4.03169, 7.41917, -5.96929)
C (-6.41174, 6.02931, -3.98278)
H (-6.79593, 5.25952, -4.66322)
H (-7.00065, 6.94787, -4.12172)
H (-6.53848, 5.69064, -2.94604)
C (-4.42270, 7.42169, -3.36630)
H (-3.36392, 7.62218, -3.56928)
H (-4.54541, 7.14055, -2.31209)
H (-4.99630, 8.34244, -3.54811)
Sm (0.09291, -0.33672, -0.22749)
C (1.99689, 0.55533, 1.24681)
C (2.77970, 0.08352, 0.15273)
C (2.48333, 0.89111, -0.98347)
H (3.55792, -0.67700, 0.20720)
C (1.52986, 1.87906, -0.58691)
C (1.23886, 1.68069, 0.79400)
H (0.56147, 2.29280, 1.38538)
H (2.00797, 0.14488, 2.25713)
H (2.95743, 0.82585, -1.96093)
H (1.15592, 2.69560, -1.20583)
C (-0.94804, -1.19666, 2.15990)
C (-0.91424, 0.22370, 2.19724)
C (-1.81427, 0.72040, 1.21332)
H (-0.33026, 0.83197, 2.88432)
C (-2.42374, -0.40677, 0.56831)
C (-1.90114, -1.59091, 1.17490)
H (-2.22804, -2.61124, 0.98203)
H (-0.39723, -1.85122, 2.83088)
H (-2.04798, 1.77109, 1.04273)
H (-3.19741, -0.35855, -0.20234)
O (-1.11610, 1.05944, -1.73069)
C (-1.79744, 2.34859, -1.48054)
C (-1.91670, 3.05324, -2.81848)
H (-1.21274, 2.91097, -0.73963)
H (-2.78153, 2.12806, -1.05103)
C (-1.79167, 1.93376, -3.86429)
H (-1.07618, 3.75276, -2.90381)
H (-2.84308, 3.62816, -2.91875)
C (-1.02275, 0.80505, -3.18209)
H (-1.32540, 2.27338, -4.79418)
H (-2.79716, 1.56282, -4.09795)
H (0.04308, 0.79578, -3.44848)
H (-1.44446, -0.19080, -3.37401)
O (0.60410, -2.41196, -1.70793)
C (1.10405, -2.98846, -0.70022)
N (1.78970, -4.16521, -0.59451)
C (2.26669, -4.37195, 0.75670)
C (1.79396, -3.08940, 1.44246)
O (2.03002, -2.72415, 2.59429)
N (1.07468, -2.38161, 0.52605)
C (1.59666, -5.58455, 1.37832)
C (0.56151, -5.45375, 2.30687)
C (0.04363, -6.59641, 2.93046)
C (0.53096, -7.85826, 2.57740)
C (1.51265, -7.99047, 1.58546)
C (2.04677, -6.84893, 0.98419)
C (3.78138, -4.37751, 0.83263)
C (4.40693, -4.95823, 1.94192)
C (5.76458, -4.72965, 2.17143)
C (6.48447, -3.91060, 1.29667)
C (5.87595, -3.38390, 0.14894)
C (4.51529, -3.62985, -0.09309)
H (1.78805, -4.87515, -1.32157)
H (0.18341, -4.47024, 2.59957)
H (-0.72728, -6.46676, 3.69583)
H (0.15210, -8.74443, 3.08365)
H (1.89317, -8.96859, 1.28242)
H (2.84488, -6.92042, 0.24021)
H (3.80673, -5.55408, 2.63135)
H (6.23110, -5.17967, 3.04957)
H (7.52467, -3.67408, 1.51507)
H (6.43970, -2.76551, -0.55777)
H (4.03150, -3.23602, -0.99564)

The value obtained for the largest force on an atom is 1.86 eV/A. As for the frontier orbital gap (alpha / beta): 8.1 / 8.1 eV. The value obtained for the energy relative to the best compared isomer or geometry (same formula, charge and spin) is 0.000 eV. For the total energy, the calculation gives -64966.4643 eV. Its lowest unoccupied orbital energy (alpha / beta) is 0.33 / 0.33 eV. Its multiplicity is 6. As for the HOMO energy (alpha / beta): -7.759 / -7.777 eV.

***

Among the records above, which one has the highest energy relative to the best compared isomer or geometry (same formula, charge and spin)?
C52H42Cl2N2O6